Computed, not measured: a structure of composition C36H39N5O5SScTe in a non-equilibrium geometry, with ωB97M-V/def2-TZVPD.

```
88
Properties=species:S:1:pos:R:3:lowdin_spin:R:1
Sc -2.8007 0.2471 0.6087 0.019
C -5.3663 3.6691 -0.4342 0.000
C -4.3239 2.7499 0.1127 0.004
N -4.4061 1.4650 0.0541 0.000
N -5.4904 0.8186 -0.4310 -0.001
C -5.7146 -0.3311 0.1837 0.000
N -6.7086 -1.1050 -0.2869 0.000
S -4.9593 -0.8339 1.6606 0.000
C -3.1719 3.2320 0.8732 0.001
C -2.8283 4.5767 0.9621 0.000
C -1.7874 4.9660 1.7829 0.000
C -1.1223 4.0055 2.5275 0.001
C -1.5122 2.6864 2.3885 0.001
N -2.4965 2.2896 1.5824 0.001
H -6.2274 3.0739 -0.7273 0.000
H -4.9869 4.1991 -1.3103 0.000
H -5.6698 4.4024 0.3133 0.000
H -7.1341 -0.8932 -1.1729 0.000
H -6.8779 -1.9848 0.1615 0.000
H -3.3820 5.3069 0.3886 0.000
H -1.5087 6.0086 1.8580 0.000
H -0.3259 4.2780 3.2046 0.000
H -1.0502 1.9129 2.9868 0.000
C -1.9087 0.0579 -2.9013 0.015
C -1.0810 -0.0755 -1.6364 0.015
O -0.2044 -0.9621 -1.5658 0.059
N -1.2806 0.8427 -0.6774 0.209
Te 0.5009 0.7138 0.5510 0.366
C 2.4045 -0.1795 1.4230 0.172
C 3.4015 0.7438 1.7875 0.028
C 3.3288 2.2302 1.5327 0.011
C 4.5505 0.2757 2.4295 0.010
C 4.7294 -1.0586 2.7459 -0.005
C 5.9833 -1.5425 3.4243 -0.001
C 3.7119 -1.9464 2.4222 0.004
C 2.5599 -1.5242 1.7726 0.007
C 1.4974 -2.5236 1.4297 0.008
C 1.6136 1.4386 -1.1300 0.004
C 2.5251 0.6556 -1.8492 0.006
C 2.8407 -0.7839 -1.5438 0.000
C 3.1971 1.2375 -2.9242 -0.001
C 2.9972 2.5517 -3.3071 0.006
C 3.7466 3.1426 -4.4707 0.001
C 2.0815 3.3080 -2.5864 -0.002
C 1.3885 2.7774 -1.5091 0.006
C 0.4378 3.6696 -0.7524 0.009
H -1.7634 -0.8052 -3.5471 0.001
H -1.5683 0.9548 -3.4214 0.000
H -2.9629 0.1750 -2.6511 0.000
H 2.3325 2.6197 1.7480 0.006
H 3.5588 2.4641 0.4929 0.000
H 4.0499 2.7487 2.1652 0.000
H 5.3233 0.9917 2.6945 0.002
H 6.6496 -0.7113 3.6514 0.000
H 6.5171 -2.2452 2.7819 0.000
H 5.7443 -2.0612 4.3542 0.000
H 3.8179 -2.9957 2.6804 0.000
H 1.7725 -3.5250 1.7626 0.000
H 1.3196 -2.5460 0.3521 0.001
H 0.5591 -2.2400 1.8991 0.003
H 1.9667 -1.2956 -1.1548 0.000
H 3.6483 -0.8542 -0.8132 0.000
H 3.1620 -1.2885 -2.4556 0.000
H 3.9046 0.6277 -3.4764 0.000
H 4.4049 2.4006 -4.9201 0.000
H 4.3553 3.9899 -4.1501 0.000
H 3.0546 3.5006 -5.2347 0.000
H 1.9121 4.3429 -2.8673 0.000
H 0.3683 4.6522 -1.2214 0.000
H 0.7816 3.8046 0.2763 0.003
H -0.5584 3.2279 -0.7224 0.002
O -1.6177 -1.3148 1.2678 0.021
C -2.0564 -1.9949 0.2790 0.002
O -2.9217 -1.4776 -0.4887 0.003
C -1.6333 -3.3950 0.0490 0.000
C -1.5432 -3.8549 -1.2571 0.000
C -1.1925 -5.1741 -1.5357 0.000
C -0.9671 -5.9950 -0.4576 0.000
O -0.6365 -7.3211 -0.4517 0.000
C -0.5495 -7.7071 0.9157 0.000
O -0.7815 -6.5588 1.7190 0.000
C -1.0633 -5.5353 0.8492 0.000
C -1.3920 -4.2401 1.1396 0.000
H -1.7262 -3.1560 -2.0595 0.000
H -1.1017 -5.5389 -2.5490 0.000
H 0.4468 -8.1076 1.1203 0.000
H -1.3064 -8.4684 1.1297 0.000
H -1.4780 -3.8818 2.1559 0.000
```

The expectation value of S² is 0.757. Its spin multiplicity is 2. The calculation puts the frontier orbital gap (spin up / spin down) at 5.56 / 6.76 eV. For the molecular weight, the calculation gives 826.4 g mol⁻¹.